# C36H99N9O9

9 unconnected molecules or ions with the total composition C36H99N9O9 at a distorted geometry (the ωB97M-V functional and the def2-TZVPD basis, the OMol25 dataset).

Values from the calculation:
ΔE to the lowest compared entry with this formula, charge and spin, eV: 2.145
Max |F|, eV Å⁻¹: 2.936
SMILES: COC[C@H](C)N.COC[C@H](C)N.COC[C@H](C)N.COC[C@H](C)N.COC[C@H](C)N.COC[C@H](C)N.COC[C@H](C)N.COC[C@H](C)N.COC[C@H](C)N

The geometry in XYZ format:
```
153
Properties=species:S:1:pos:R:3:forces:R:3:lowdin_charge:R:1
C 2.330 -2.716 -5.772 1.3 -0.5 -0.4 -0.13
O 2.276 -1.514 -5.090 -0.2 -0.1 0.5 -0.18
C 0.973 -1.004 -5.133 0.3 0.9 -0.1 -0.24
C 1.068 0.311 -4.417 -1.7 0.1 0.8 -0.46
C -0.319 0.871 -4.182 -0.6 0.6 -0.4 -0.07
N 1.797 1.267 -5.228 0.7 0.6 0.3 0.08
H 3.326 -3.155 -5.608 -0.4 0.0 0.1 0.09
H 2.288 -2.465 -6.819 -0.4 -0.4 -0.8 0.08
H 1.545 -3.418 -5.476 0.0 0.0 0.0 0.09
H 0.613 -0.780 -6.151 0.3 -0.3 -0.1 0.14
H 0.270 -1.700 -4.670 -0.1 -0.1 0.3 0.12
H 1.365 0.068 -3.373 0.9 0.3 -0.5 0.11
H -0.744 1.303 -5.090 0.0 -0.1 -0.2 0.09
H -0.268 1.677 -3.463 0.1 0.3 0.2 0.04
H -1.044 0.159 -3.811 0.0 -0.4 0.2 0.07
H 2.800 1.237 -5.096 0.1 -0.5 -0.1 0.08
H 1.582 2.234 -4.990 -0.4 -0.3 0.2 0.06
C -2.628 3.628 -2.194 -0.5 1.0 0.6 -0.10
O -2.928 4.677 -3.146 0.7 -0.7 1.4 -0.20
C -3.149 4.049 -4.383 -0.3 1.0 -0.4 -0.23
C -3.596 5.138 -5.426 1.1 -1.7 2.1 -0.43
C -5.009 5.571 -5.053 0.4 0.9 -1.3 -0.06
N -3.337 4.565 -6.740 -0.4 0.7 0.2 0.04
H -1.763 2.995 -2.422 0.0 0.3 -0.5 0.07
H -3.516 3.010 -2.107 -0.1 -0.4 0.0 0.08
H -2.453 4.051 -1.189 -0.1 0.2 -0.6 0.08
H -2.206 3.597 -4.668 0.1 -0.4 -0.6 0.10
H -3.928 3.286 -4.203 0.1 0.0 -0.6 0.13
H -2.860 5.927 -5.270 -0.2 0.4 0.0 0.13
H -5.733 4.807 -5.324 -0.1 -0.2 0.2 0.08
H -5.210 6.434 -5.708 -0.4 0.0 0.4 0.08
H -5.084 5.872 -4.004 0.0 -0.1 -0.2 0.08
H -3.787 5.161 -7.419 0.1 0.2 -0.4 0.07
H -3.854 3.713 -6.777 -0.3 -0.9 -0.3 0.06
C -3.879 -3.611 -1.284 0.4 -0.5 0.8 -0.08
O -3.596 -3.553 0.115 -0.8 0.7 -0.1 -0.20
C -2.528 -4.328 0.590 0.2 -0.7 -0.5 -0.23
C -2.944 -5.759 0.951 1.9 0.6 0.2 -0.43
C -3.788 -5.752 2.193 0.9 -1.1 1.0 -0.06
N -1.647 -6.475 1.108 -0.7 1.3 0.7 0.04
H -3.055 -3.199 -1.833 0.6 0.4 -0.4 0.07
H -4.769 -3.032 -1.513 -0.1 0.0 0.3 0.09
H -4.000 -4.635 -1.637 -0.2 -0.2 0.0 0.08
H -1.713 -4.373 -0.145 0.0 0.1 -0.1 0.12
H -2.089 -3.899 1.493 -0.3 0.4 0.0 0.11
H -3.453 -6.209 0.130 -0.9 -0.2 -0.7 0.12
H -3.181 -5.541 3.117 -0.3 -0.2 -0.9 0.10
H -4.273 -6.744 2.325 0.0 0.8 0.1 0.09
H -4.476 -4.942 2.097 -0.9 0.2 0.0 0.05
H -1.227 -6.529 0.204 0.4 -0.3 -0.5 0.06
H -1.841 -7.388 1.432 0.0 -1.2 0.3 0.05
C 2.381 2.355 -1.650 -0.6 -0.2 0.1 -0.09
O 1.499 3.139 -2.433 -0.1 0.1 -0.1 -0.20
C 1.588 4.475 -1.988 1.1 0.7 1.4 -0.22
C 0.685 5.505 -2.646 -0.4 -0.7 -1.3 -0.41
C 0.656 5.189 -4.147 0.0 0.7 -0.6 -0.06
N 1.133 6.879 -2.399 1.0 -0.6 0.1 0.04
H 2.128 2.478 -0.600 -0.3 -0.2 0.4 0.06
H 3.426 2.658 -1.697 0.2 0.1 -0.6 0.10
H 2.236 1.310 -1.928 0.2 0.2 0.0 0.07
H 1.509 4.478 -0.882 -0.4 0.2 -0.2 0.11
H 2.620 4.812 -2.142 0.2 0.2 -0.2 0.13
H -0.350 5.424 -2.289 0.3 0.0 0.1 0.13
H 1.655 5.262 -4.620 -0.3 -0.1 0.4 0.09
H 0.042 5.965 -4.617 0.0 -0.2 -0.1 0.08
H 0.240 4.222 -4.421 -0.1 -0.1 0.2 0.05
H 1.780 7.242 -3.113 -0.5 -0.5 0.4 0.08
H 0.351 7.490 -2.360 -0.6 0.5 0.0 0.06
C -1.811 3.319 2.260 -1.3 -0.9 -0.2 -0.13
O -0.666 2.514 2.468 -0.3 0.8 0.3 -0.22
C 0.487 3.351 2.437 0.3 -1.3 -0.6 -0.19
C 1.775 2.484 2.705 -1.2 2.0 -1.0 -0.43
C 1.752 1.928 4.090 -0.6 1.7 0.3 -0.04
N 2.899 3.366 2.428 0.4 -0.2 0.9 0.04
H -1.836 3.902 1.314 0.6 0.0 0.5 0.08
H -2.052 3.931 3.133 0.3 0.3 -0.1 0.09
H -2.670 2.645 2.153 0.2 -0.1 0.1 0.08
H 0.499 3.677 1.383 0.6 0.6 0.3 0.11
H 0.395 4.216 3.139 0.1 -0.5 -0.4 0.14
H 1.761 1.746 1.925 0.1 -0.8 -0.2 0.12
H 2.612 1.340 4.326 0.3 -0.5 0.2 0.06
H 0.799 1.450 4.219 -0.2 -0.8 0.2 0.06
H 1.668 2.825 4.743 0.4 -0.5 0.0 0.10
H 3.132 3.384 1.449 -0.1 0.4 -0.1 0.05
H 2.702 4.292 2.809 0.4 -0.2 -0.4 0.08
C -1.870 0.507 5.380 -1.7 0.5 1.2 -0.06
O -3.279 0.125 5.441 2.1 1.5 0.4 -0.15
C -3.494 -0.998 4.702 1.3 -2.6 0.0 -0.31
C -4.919 -1.158 4.390 -1.8 0.1 0.3 -0.47
C -5.207 -2.585 4.005 0.2 -0.6 -0.3 -0.07
N -5.449 -0.263 3.349 0.1 0.0 0.6 0.05
H -1.566 0.689 4.375 0.1 0.4 -0.9 0.05
H -1.144 -0.174 5.812 -0.3 -0.7 0.3 0.08
H -1.867 1.399 5.993 0.4 0.4 -0.2 0.09
H -2.925 -1.029 3.769 0.2 0.3 -0.2 0.10
H -3.124 -1.903 5.286 -0.4 0.6 -0.4 0.15
H -5.456 -0.941 5.336 0.0 0.0 -0.4 0.15
H -6.255 -2.693 3.701 0.3 -0.1 0.1 0.09
H -4.973 -3.231 4.859 -0.2 -0.1 -0.2 0.08
H -4.550 -2.912 3.173 -0.3 0.2 0.2 0.07
H -5.114 -0.596 2.452 0.2 0.4 -0.1 0.06
H -5.131 0.687 3.540 0.0 -0.2 -0.4 0.07
C 2.837 -1.205 5.559 -0.3 -0.8 0.1 -0.10
O 2.759 -1.199 4.138 1.3 0.8 0.9 -0.22
C 1.563 -1.718 3.681 -1.4 -1.4 0.9 -0.22
C 1.381 -3.247 4.010 1.0 0.4 0.7 -0.40
C 2.769 -3.973 3.701 -2.2 0.5 0.6 -0.04
N 0.205 -3.752 3.293 0.6 -0.4 0.4 0.04
H 1.922 -0.785 5.986 0.0 0.2 0.0 0.09
H 3.702 -0.689 5.991 -0.1 0.1 -0.8 0.10
H 2.893 -2.249 5.901 0.0 0.2 0.2 0.08
H 0.694 -1.213 4.162 0.3 0.1 -0.5 0.12
H 1.557 -1.585 2.611 -0.2 0.1 -0.5 0.11
H 1.139 -3.360 5.101 0.3 0.1 -0.8 0.14
H 2.917 -3.823 2.635 0.4 -0.3 -0.1 0.06
H 2.613 -5.022 3.963 0.4 0.0 -0.3 0.07
H 3.573 -3.533 4.292 0.0 -0.1 -0.2 0.06
H -0.012 -4.708 3.619 0.1 0.7 -0.3 0.08
H 0.478 -3.846 2.326 -0.2 -0.1 -0.5 0.06
C 5.837 -1.347 -2.238 0.5 -0.6 -0.2 -0.12
O 5.268 -1.876 -1.069 0.2 0.0 0.7 -0.21
C 6.253 -2.556 -0.284 -1.1 0.6 0.5 -0.19
C 5.654 -2.961 1.078 -0.1 -1.1 -1.1 -0.47
C 5.574 -1.853 2.044 0.3 1.7 0.1 -0.07
N 6.550 -3.942 1.689 -0.3 -1.1 -1.2 0.04
H 6.664 -0.643 -2.031 -0.4 0.0 0.0 0.09
H 5.033 -0.884 -2.792 -0.1 0.3 -0.2 0.08
H 6.260 -2.171 -2.850 -0.1 0.3 0.1 0.09
H 6.578 -3.418 -0.860 0.4 -0.3 0.1 0.12
H 7.047 -1.863 -0.046 0.8 0.1 -0.3 0.12
H 4.655 -3.370 0.807 0.2 0.1 0.5 0.13
H 5.042 -2.123 2.955 0.1 0.0 0.1 0.06
H 5.048 -1.013 1.598 -0.1 0.2 0.1 0.08
H 6.619 -1.522 2.250 -0.7 -0.2 0.2 0.10
H 6.353 -4.834 1.217 0.5 0.2 0.5 0.08
H 6.319 -4.064 2.661 -0.1 -0.1 0.3 0.06
C 1.806 -1.734 -0.549 1.4 -1.5 -1.6 -0.14
O 0.616 -1.615 0.103 -0.8 -0.4 0.8 -0.18
C -0.164 -0.685 -0.550 -0.1 0.9 0.2 -0.24
C -1.544 -0.666 -0.005 -2.6 1.1 0.7 -0.39
C -2.250 0.667 -0.456 0.1 -1.0 0.9 -0.04
N -1.745 -0.731 1.460 1.5 0.4 0.4 0.07
H 2.448 -0.865 -0.465 0.3 0.3 0.4 0.08
H 1.652 -1.870 -1.662 0.1 -0.1 0.8 0.10
H 2.286 -2.648 -0.168 0.3 0.5 -0.1 0.09
H 0.270 0.325 -0.419 0.1 -0.1 -0.1 0.13
H -0.169 -0.905 -1.622 -0.2 0.1 -0.2 0.12
H -2.192 -1.469 -0.352 0.4 -0.3 -0.5 0.11
H -2.242 0.783 -1.513 0.3 0.1 -1.1 0.04
H -1.754 1.546 -0.003 -0.4 -0.4 0.0 0.07
H -3.314 0.576 -0.197 0.4 0.4 0.3 0.09
H -1.259 0.094 1.849 -0.4 -0.3 0.0 0.06
H -1.247 -1.526 1.901 -0.4 0.4 -0.6 0.06
```
Positions in Å, forces in eV/Å.